[1]
C6H8O5 in the gas phase at a distorted geometry, computed with ωB97M-V/def2-TZVPD.

## Properties
HOMO energy (eV): -10.8
ΔE to the lowest compared entry with this formula, charge and spin (kJ/mol): 0.00
SMILES: O=C(O)CC[C@H]1COC(=O)O1

Last column: natural (NBO) charge in e.
Positions of all 19 atoms, in Å:
O (-1.6565, -0.3887, -3.3894)  -0.555
C (-0.9775, -0.3237, -2.4017)  0.793
O (0.3905, -0.3687, -2.4631)  -0.725
C (-1.5359, -0.1982, -1.0144)  -0.519
C (-0.7556, 0.7339, -0.0818)  -0.415
C (0.4232, 0.0354, 0.5669)  0.058
C (1.4479, 0.9149, 1.3131)  -0.095
O (1.5214, 0.3291, 2.6219)  -0.496
C (0.8967, -0.8752, 2.5509)  0.972
O (1.1735, -1.8369, 3.1820)  -0.544
O (-0.1091, -0.7604, 1.6480)  -0.513
H (0.6201, -1.0652, -3.0955)  0.503
H (-1.5975, -1.1983, -0.5826)  0.249
H (-2.5567, 0.1544, -1.1358)  0.244
H (-0.4613, 1.6552, -0.5812)  0.222
H (-1.4243, 1.0049, 0.7350)  0.234
H (0.9551, -0.6006, -0.1350)  0.201
H (1.2168, 1.9717, 1.4101)  0.195
H (2.4292, 0.8164, 0.8526)  0.191

Cartesian forces, eV/Å:
0.2 -0.2 0.2
-0.3 0.1 -0.5
-0.1 -0.6 0.5
0.0 0.6 0.0
0.0 -0.3 0.2
-0.3 0.7 0.5
0.2 0.0 0.1
0.5 -0.3 -0.3
-0.2 0.4 0.2
-0.2 0.0 0.3
0.3 -0.9 -0.6
0.1 0.5 -0.4
0.1 -0.1 0.0
-0.1 0.0 0.0
0.1 0.0 -0.1
0.0 0.2 0.0
-0.1 -0.2 0.0
-0.3 0.0 0.0
0.1 0.1 0.0

---

[2]
12 unconnected molecules or ions with the total composition C18H55F4IO13Si at a distorted geometry, computed with ωB97M-V/def2-TZVPD.

## Properties
HOMO energy (eV): -9.7
SMILES: O=C(I)C[Si@H](CCCF)COC(F)(F)F.CO.CO.CO.CO.CO.CO.CO.CO.CO.CO.CO

Last column: Löwdin charge in e.
Positions of all 92 atoms, in Å:
O (2.7074, 2.7445, -1.6104)  -0.005
C (1.5101, 2.6414, -1.4751)  -0.861
I (0.6243, 2.7913, 0.5121)  0.849
C (0.5351, 2.3659, -2.5671)  -0.267
Si (0.6496, 0.5303, -3.0847)  0.748
C (-1.1058, -0.1041, -3.3095)  -0.256
C (-1.7044, -0.8603, -2.0930)  -0.205
C (-2.3427, 0.1245, -1.1487)  -0.219
F (-2.3717, -0.3574, 0.1435)  -0.058
C (1.6637, -0.3711, -1.7633)  -0.223
O (1.6260, -1.8119, -1.8925)  -0.006
C (2.4555, -2.4497, -1.0642)  -0.717
F (3.7489, -2.3306, -1.4484)  0.142
F (2.1753, -3.7647, -1.0691)  0.155
F (2.3888, -2.0262, 0.2086)  0.168
H (-0.4614, 2.5244, -2.1766)  0.035
H (0.7730, 2.9919, -3.4262)  0.058
H (1.3491, 0.5117, -4.3873)  0.014
H (-1.7230, 0.7673, -3.5156)  0.079
H (-1.1964, -0.7428, -4.1774)  0.071
H (-2.4538, -1.5387, -2.4744)  0.108
H (-0.9301, -1.4412, -1.6078)  0.094
H (-3.3724, 0.3217, -1.4230)  0.117
H (-1.8237, 1.0760, -1.1559)  0.082
H (2.6940, -0.0510, -1.9005)  0.096
H (1.3788, -0.0368, -0.7708)  0.068
C (0.5315, -6.6196, 0.3529)  -0.160
O (0.2581, -6.7300, -1.0399)  -0.120
H (-0.0727, -7.3566, 0.8753)  0.078
H (1.5879, -6.8166, 0.5551)  0.079
H (0.2706, -5.6217, 0.7160)  0.060
H (0.7930, -6.0755, -1.4943)  0.055
C (-2.2805, -0.8486, 3.3966)  -0.130
O (-2.1818, -0.0454, 4.5798)  -0.130
H (-2.2159, -0.1889, 2.5356)  0.061
H (-1.4691, -1.5692, 3.3584)  0.056
H (-3.2361, -1.3778, 3.3743)  0.085
H (-2.2426, -0.6393, 5.3312)  0.076
C (6.3502, -4.4011, -1.7424)  -0.152
O (5.8444, -4.8292, -0.4810)  -0.118
H (7.4346, -4.3835, -1.6827)  0.081
H (6.0443, -5.0943, -2.5308)  0.073
H (5.9881, -3.3964, -1.9740)  0.059
H (4.8867, -4.8403, -0.5391)  0.054
C (3.7260, -4.4233, -4.9401)  -0.156
O (4.6928, -3.3790, -4.9721)  -0.124
H (3.7781, -4.9698, -5.8777)  0.078
H (3.9316, -5.1148, -4.1174)  0.067
H (2.7212, -4.0065, -4.8264)  0.074
H (4.6307, -2.9105, -4.1363)  0.051
C (1.9048, 7.0451, 0.8050)  -0.152
O (0.5312, 6.6640, 0.7909)  -0.161
H (2.2875, 6.9338, -0.2062)  0.077
H (2.0195, 8.0870, 1.1147)  0.076
H (2.4823, 6.4020, 1.4735)  0.076
H (0.1938, 6.7588, 1.6844)  0.077
C (-5.5917, -0.0327, 0.6214)  -0.160
O (-6.0165, 1.0714, -0.1757)  -0.125
H (-5.1300, -0.7595, -0.0410)  0.070
H (-4.8545, 0.2853, 1.3624)  0.069
H (-6.4421, -0.5009, 1.1244)  0.078
H (-6.4217, 1.7167, 0.4066)  0.070
C (2.1143, 3.4014, -6.3847)  -0.131
O (1.1836, 3.5803, -5.3144)  -0.152
H (2.2095, 2.3338, -6.5608)  0.075
H (1.7534, 3.8820, -7.2962)  0.078
H (3.0930, 3.8071, -6.1207)  0.081
H (1.0960, 4.5248, -5.1606)  0.082
C (-2.0685, 5.4577, -0.9526)  -0.164
O (-2.2412, 5.2304, -2.3559)  -0.135
H (-2.6690, 4.7229, -0.4214)  0.076
H (-1.0220, 5.3406, -0.6725)  0.020
H (-2.4073, 6.4615, -0.6841)  0.079
H (-1.7112, 5.8820, -2.8181)  0.065
C (-0.3368, -4.3663, 3.5223)  -0.148
O (-1.4019, -3.7621, 4.2513)  -0.136
H (-0.1981, -3.8021, 2.6030)  0.070
H (0.5924, -4.3450, 4.0968)  0.082
H (-0.5894, -5.3991, 3.2697)  0.073
H (-1.5282, -4.2550, 5.0647)  0.077
C (-0.4193, 1.1115, 7.8523)  -0.158
O (0.6989, 0.5742, 7.1495)  -0.127
H (-0.0409, 1.6275, 8.7310)  0.075
H (-0.9622, 1.8207, 7.2229)  0.072
H (-1.0947, 0.3124, 8.1727)  0.072
H (0.3617, 0.1263, 6.3700)  0.057
C (-4.6186, 2.8655, 5.3783)  -0.165
O (-3.2449, 2.5292, 5.2624)  -0.136
H (-4.7268, 3.5424, 6.2226)  0.075
H (-4.9813, 3.3689, 4.4764)  0.071
H (-5.2272, 1.9739, 5.5612)  0.074
H (-3.1415, 1.9148, 4.5309)  0.041

Cartesian forces, eV/Å:
-1.9 -0.1 0.4
2.0 0.3 -0.6
0.1 -0.1 0.0
0.2 -0.3 1.0
-0.4 0.1 -0.5
0.0 -0.3 0.6
0.2 0.5 -0.7
-0.2 0.0 -0.2
0.1 -0.2 0.5
0.3 0.3 -0.4
-0.3 -0.1 0.2
0.3 -0.3 0.2
-0.1 0.1 0.1
-0.1 0.3 -0.1
0.0 -0.1 -0.3
-0.3 0.2 -0.2
0.0 -0.1 0.0
0.1 -0.2 0.1
-0.2 0.2 -0.2
0.2 -0.1 -0.3
-0.2 -0.4 0.1
0.0 -0.1 0.3
-0.3 0.1 -0.2
0.3 0.2 0.3
0.2 0.1 0.0
-0.2 -0.2 0.3
0.1 0.2 -0.3
-0.1 -0.1 0.2
0.0 0.0 -0.1
0.0 0.0 0.1
0.0 0.0 0.1
0.0 0.1 -0.1
0.0 0.1 0.1
0.0 0.0 -0.3
0.0 0.1 0.1
0.0 -0.1 -0.1
0.0 -0.1 -0.1
-0.1 0.0 0.1
-0.4 -0.1 0.2
0.2 0.0 0.0
0.0 0.0 0.1
0.1 0.1 -0.1
0.1 0.0 -0.1
-0.1 0.0 0.0
0.1 0.3 0.2
0.0 -0.2 -0.1
0.1 0.1 0.0
-0.1 -0.1 0.0
-0.1 -0.2 0.0
0.1 0.1 0.0
-0.2 -0.1 0.2
0.2 0.1 -0.1
0.0 0.0 0.0
0.1 0.0 0.0
0.1 0.0 0.0
-0.1 0.0 0.1
-0.2 0.3 0.1
0.1 -0.2 -0.1
0.0 0.0 0.0
0.0 -0.1 0.0
0.1 -0.1 0.0
0.0 0.1 0.0
-0.1 0.1 0.1
0.1 0.0 -0.3
0.0 0.0 0.0
0.0 0.0 0.0
0.0 0.0 -0.1
0.0 0.0 0.0
0.1 0.1 -0.3
-0.1 -0.2 0.1
0.0 0.0 -0.1
0.0 0.0 0.2
0.0 0.0 0.1
0.0 0.1 -0.1
-0.2 -0.1 0.3
0.1 0.1 -0.1
0.0 0.1 0.0
0.0 0.0 -0.1
0.1 0.0 -0.1
0.0 -0.1 0.0
0.1 -0.1 -0.3
0.0 0.0 0.2
0.0 0.0 0.0
-0.1 0.0 0.1
-0.1 0.1 0.1
0.0 0.1 -0.1
0.2 -0.2 -0.2
-0.2 0.4 0.1
0.0 0.0 0.0
-0.1 0.0 0.0
-0.1 0.1 0.0
0.2 -0.3 0.2

---

[3]
10 unconnected molecules or ions with the total composition C2H25NO9S at a distorted geometry, computed with ωB97M-V/def2-TZVPD.

## Properties
HOMO energy (eV): -9.0
SMILES: NCCS.O.O.O.O.O.O.O.O.O

Last column: natural (NBO) charge in e.
Positions of all 38 atoms, in Å:
C (-1.1866, -1.5842, -2.3051)  -0.245
C (-1.7831, -0.8890, -1.1047)  -0.527
S (-3.5249, -1.4107, -0.8027)  -0.045
N (0.2399, -1.6355, -2.3641)  -0.861
H (-1.6250, -2.5970, -2.4377)  0.190
H (-1.6295, -1.2006, -3.2203)  0.197
H (-1.1521, -1.2466, -0.2710)  0.221
H (-1.6675, 0.1579, -0.9176)  0.228
H (-3.2225, -2.6846, -0.4998)  0.087
H (0.7594, -1.9016, -1.5234)  0.395
H (0.7200, -0.8461, -2.7638)  0.346
H (-2.8718, -3.2548, 1.3422)  0.478
H (-1.4127, -3.7357, 1.4743)  0.476
O (-2.1125, -3.2497, 1.9118)  -0.945
H (1.6067, -2.7479, 0.9449)  0.472
H (2.2432, -1.4118, 0.6260)  0.501
O (1.4013, -1.9078, 0.5167)  -0.990
H (0.8881, 1.9363, -2.2195)  0.494
H (-0.0092, 1.0330, -2.9753)  0.465
O (-0.0398, 1.6579, -2.2423)  -0.953
H (3.8618, -0.0180, -0.2592)  0.487
H (3.3362, 0.5079, 1.0330)  0.487
O (3.6340, -0.3233, 0.6298)  -0.943
H (-1.0034, -1.5754, 2.2977)  0.500
H (0.4318, -0.7879, 2.1450)  0.490
O (-0.3655, -0.9525, 2.6681)  -1.002
H (1.4800, 3.4538, 1.8064)  0.490
H (1.6184, 2.0003, 1.2620)  0.488
O (2.0960, 2.8162, 1.4346)  -0.976
H (-0.7806, 1.8297, -0.4531)  0.488
H (-1.2083, 2.4628, 0.9515)  0.499
O (-0.5688, 2.4917, 0.2172)  -1.009
H (-2.2086, 1.0325, 2.7294)  0.494
H (-1.2624, 2.0078, 3.4049)  0.481
O (-1.7968, 1.8983, 2.6104)  -0.959
H (1.7467, 3.9107, -1.5138)  0.478
H (2.8552, 3.4353, -0.6143)  0.494
O (2.5129, 3.3283, -1.5183)  -0.970

Cartesian forces, eV/Å:
-0.8 -0.2 -1.1
0.3 -1.8 1.8
0.4 0.4 0.0
1.2 -0.3 -0.2
0.4 0.1 0.9
0.4 0.8 -0.4
-0.5 -0.2 0.1
-0.4 0.8 -1.0
-0.1 0.1 -0.2
-0.8 0.1 -0.1
-0.3 0.1 0.0
-0.5 0.0 -0.4
0.0 -0.2 -0.2
0.6 0.2 0.8
-0.2 0.0 0.0
-0.2 0.0 -0.3
0.5 -0.2 0.3
0.0 0.4 0.5
-0.5 0.0 0.0
0.6 -0.3 -0.7
0.1 -0.3 0.0
0.2 -0.2 0.2
-0.1 0.8 -0.2
0.5 -0.1 -0.5
-0.8 -0.8 -0.4
0.0 0.8 1.1
-0.3 -0.3 -0.2
-0.8 0.4 -0.1
1.0 0.0 0.2
0.0 0.3 0.1
0.2 -0.4 -0.3
0.1 0.3 0.3
0.2 0.0 -0.2
0.0 0.0 -0.1
-0.3 0.1 0.4
-0.1 0.0 0.0
-0.2 -0.3 -0.2
0.1 0.1 0.2